C27H72AsF6N2O18S5 | ωB97M-V/def2-TZVPD

Values from the calculation:
E_tot (eV): -200316.569
Expectation value of S²: 0.751
HOMO level (spin up / spin down) (eV): -4.337 / -10.158
Charge: 0
Multiplicity: 2

Geometry (Å):
H 5.657 2.909 -1.506
H -2.329 3.323 1.239
H 0.212 1.103 2.404
H -3.537 -3.208 0.648
H 3.970 3.006 6.290
O -3.021 -2.201 -6.210
H 2.215 3.980 -0.315
H 3.562 2.861 1.433
O -5.685 -0.080 -3.253
H 1.512 2.263 2.969
C 2.105 -3.974 0.771
H -1.715 -4.546 -4.934
S 1.849 -5.499 1.781
H 4.385 1.945 0.251
C 6.230 2.411 -2.288
O -1.343 -3.509 -7.588
H -5.303 1.920 -2.762
O 2.607 1.073 5.063
As -0.982 0.271 -0.682
S 1.708 0.060 4.000
H 3.797 -3.229 4.963
H -5.697 0.780 -5.149
H -1.088 -0.476 -4.680
H -0.026 -3.942 -5.301
H 1.683 -3.092 3.522
C 2.932 -0.637 -2.123
H -6.446 0.630 -1.019
H -2.744 -6.027 4.728
C 4.136 2.940 5.214
O 2.942 2.802 -1.860
H -3.948 -0.724 -0.483
H 1.799 -4.202 -0.250
C -1.036 -3.694 -4.976
H -0.102 3.335 0.966
C 0.509 3.715 -2.565
H -3.964 0.841 -2.597
C 2.880 -3.753 5.233
O 0.455 -5.703 2.152
C 5.600 1.178 -2.759
H 2.780 -0.185 -3.103
H -0.877 -3.903 3.277
H 0.229 1.498 -5.334
H 2.654 1.661 0.496
C 3.426 2.428 0.442
H 3.391 3.602 4.773
H -4.183 -0.058 -4.750
H -3.876 2.046 0.004
F -0.193 0.201 -2.275
O 0.727 -0.699 4.772
S 2.265 3.650 -3.124
H -3.275 -4.698 2.768
F -1.884 0.297 0.804
C 3.888 1.486 4.727
O -0.593 -1.517 -6.388
H 0.025 4.341 -3.315
C -5.358 0.699 -1.003
H 6.233 0.718 -3.519
C -5.043 0.907 -2.455
O 2.608 -6.602 1.244
H -1.834 -3.474 0.988
C -5.265 -0.068 -4.618
C -1.916 4.218 1.706
C -0.818 -0.293 -5.720
F -2.244 -0.785 -1.398
H -1.437 -2.496 4.051
H 2.351 -2.998 5.815
F 0.299 1.314 -0.039
H 1.522 -3.123 1.125
H -1.191 -3.114 -4.066
H -5.453 -1.436 -1.005
C -2.998 -3.644 2.790
O 2.577 -0.635 2.999
O 2.693 -4.885 3.090
H -2.141 4.114 2.767
H -4.451 -2.124 3.070
H -3.594 5.348 0.832
H 3.194 -4.617 5.818
C -1.762 -3.497 3.767
H 4.562 0.723 5.115
O -0.405 5.365 0.209
F -0.131 -1.156 -0.019
N -4.293 -3.061 3.415
O 2.796 5.016 -3.210
H 7.275 2.174 -2.088
C -1.713 5.782 -0.090
C -0.429 4.332 1.260
N -4.956 -0.692 -0.536
H 0.709 0.943 -6.874
H -1.728 6.828 -0.394
C -2.538 5.446 1.082
H 6.268 2.999 -3.204
O 5.156 -1.427 -3.565
F -1.885 1.709 -1.143
C 2.064 -3.987 4.013
H 3.150 -3.666 0.788
H 5.144 3.325 5.062
S -1.670 -2.747 -6.411
H 3.940 1.417 3.640
H -5.696 -0.963 -5.067
H 2.249 -1.477 -1.997
H -5.378 1.827 0.920
H -1.741 0.083 -6.160
O 2.408 2.741 -4.296
C 3.155 3.517 -0.614
O 5.402 0.228 -1.692
H 1.130 -4.383 4.412
H -5.156 -3.393 3.009
H -4.295 -3.137 4.422
H 1.334 0.175 -5.441
C 0.780 1.504 3.244
C -1.894 -5.496 5.155
H 4.758 1.374 -3.423
H 4.000 4.199 -0.518
H 0.064 4.771 2.127
H -2.519 -1.987 1.398
H -5.324 -0.777 0.401
C -2.754 -3.051 1.390
H 0.114 2.702 -2.483
S 4.749 -1.173 -2.187
H -2.533 6.245 1.824
H -2.044 5.138 -0.905
C -4.949 1.872 -0.081
C 0.425 0.579 -5.887
H -1.906 -5.849 6.186
H 2.844 0.179 -1.406
O 4.944 -2.208 -1.141
H -1.075 -5.884 4.549
H -5.346 2.752 -0.586
O -1.969 -4.080 5.034
H 0.526 4.251 -1.616
H 0.123 1.871 4.032

---

C27H72F10N15O29PS4 | ωB97M-V/def2-TZVPD

Values from the calculation:
E_tot (eV): -190667.541
HOMO level (eV): -11.824
Charge: +2

Geometry (Å):
H 5.305 3.765 0.760
C 2.269 -3.763 1.739
O -4.227 -3.994 0.468
F -0.841 6.935 0.384
C 2.914 -1.086 -7.776
C -1.355 1.526 0.773
H -5.358 -3.941 3.121
N -5.778 -1.804 2.839
H -0.729 -1.808 4.030
H -4.916 -2.889 4.452
F -0.349 6.006 -1.649
H 1.810 6.845 4.716
H 2.640 3.061 3.996
H 1.086 -3.611 3.458
H 1.679 0.663 0.431
C -0.185 -0.931 4.379
H -5.198 0.145 1.099
C 4.495 -3.762 0.342
O 0.350 2.269 -2.772
H -0.784 -0.177 -5.372
O 0.204 3.559 3.619
C -4.437 -1.428 2.238
H 2.217 -4.970 3.519
O 3.128 -1.657 -4.048
O -2.743 -3.301 -2.864
H -1.035 3.640 -3.257
C -2.282 -2.073 6.705
H 0.734 0.799 -5.194
H -6.480 -1.845 2.113
O -2.753 -1.722 -4.260
C -2.706 1.585 -3.384
F -1.196 2.466 5.614
O -0.662 -0.714 1.202
F 0.303 -5.283 -7.236
S 0.677 -4.391 -3.827
F 0.393 -3.050 -2.929
N 4.065 1.037 1.899
H -6.668 -3.186 4.191
H 0.794 1.511 -0.635
N 0.849 0.631 -0.142
C 1.526 -4.422 2.878
H 4.046 1.128 -2.489
F -4.539 0.113 7.547
O 5.832 4.614 -2.359
C -3.759 -6.384 0.742
O 0.593 -0.425 -8.118
S -2.762 2.186 5.287
H -3.098 -1.836 7.387
O 5.209 -1.479 -3.761
O 4.680 1.105 0.848
O -2.672 1.430 4.045
O -2.381 -1.272 -2.284
N 4.132 -1.550 -3.278
C -0.406 0.392 0.693
F -0.799 3.906 -0.839
H -2.500 -4.678 -1.544
H -1.886 1.642 -0.172
H 0.244 -0.410 -4.074
H -2.258 1.101 -4.251
H -0.416 4.645 -5.175
H 4.060 4.267 -0.254
C -4.504 -0.663 0.870
H 3.114 -2.131 -8.010
H -3.032 -6.778 1.452
H 0.648 -2.156 -5.864
H -4.725 -6.324 1.243
H 5.262 2.061 -0.702
C -3.468 -4.937 0.289
F -2.304 5.710 -0.597
C 1.067 4.365 3.397
H 3.594 -0.829 -6.964
H 6.620 2.035 -1.384
O 0.960 -1.585 6.468
O -0.249 -5.331 -3.187
H -0.803 2.348 1.229
H 0.505 7.786 4.013
O 2.892 0.808 1.940
H 5.417 5.429 0.125
H 4.505 2.588 -3.402
O -3.370 3.523 5.369
F -1.343 4.910 1.256
O -4.670 -0.118 5.145
H 0.050 -0.470 -1.765
O 3.854 -1.407 -2.025
N 0.209 -3.884 -5.179
C 4.872 1.786 -2.761
C -1.270 3.971 -5.245
C 0.281 -0.191 -5.141
H -1.788 -2.962 7.100
H 0.207 6.298 5.044
H -2.057 1.168 1.526
C 5.132 4.403 -0.107
O -5.668 1.819 6.447
H -0.946 2.950 -5.448
N -2.232 -4.792 -0.578
H -6.114 -1.048 3.419
H -3.500 -0.324 0.614
H 3.174 -0.551 -8.689
H -0.491 -3.514 -0.757
N 3.758 -4.202 1.657
N -1.283 -0.913 6.857
C 1.474 -0.811 -7.303
N -2.896 1.327 6.502
S 1.283 -5.013 -6.002
N 1.094 -1.251 -5.910
H 2.972 3.885 2.531
H 0.724 -0.980 3.779
N 1.193 3.146 -2.635
H 1.971 -1.360 -5.422
H -2.061 4.243 -5.943
P -0.767 5.449 -0.165
H 3.772 -5.212 1.634
O 2.018 3.036 -1.766
C -0.054 -1.081 5.951
H -0.895 -3.792 0.862
O -4.176 3.479 -4.051
O 4.665 1.374 2.915
H -1.595 -5.576 -0.573
H -2.047 4.857 -3.476
H -1.766 -0.031 6.763
N 0.755 5.834 3.055
H 5.556 -4.010 0.375
F 0.829 5.215 0.188
H 1.297 6.299 2.341
N 5.679 2.347 -1.577
H 4.367 -2.690 0.194
H -2.687 -2.241 5.708
C -3.088 3.036 -3.658
H -0.720 -0.034 4.066
H -1.005 -0.744 7.813
H 3.120 4.744 4.143
O 2.097 -4.488 -3.541
H -4.889 -1.330 0.099
N -2.634 -2.106 -3.122
H 5.584 1.144 -3.279
H -2.017 -2.734 -0.036
N -1.838 3.924 -3.800
O 2.375 -4.336 -6.652
H -0.199 5.831 2.720
H 0.690 -5.015 2.507
O 1.520 -6.339 -5.445
H 1.389 -1.269 -0.819
O -3.347 -1.614 2.790
O 1.765 -2.949 0.968
H -2.084 1.556 -2.489
H 4.262 -3.879 2.470
C -1.361 -3.602 -0.105
H -3.932 -7.132 -0.033
O 1.160 4.157 -3.264
H -3.544 0.924 -3.161
H 3.956 -4.347 -0.403
C 5.587 3.861 -1.437
C 0.815 6.775 4.276
H 1.857 0.041 -1.908
C 1.037 -0.364 -1.315
S -4.515 0.916 6.169
C 2.559 4.041 3.527
C -5.693 -3.090 3.714

---

C27H72NO6PS6 | ωB97M-V/def2-TZVPD

Values from the calculation:
E_tot (eV): -117234.945
Energy relative to the best compared isomer or geometry (same formula, charge and spin) (kJ/mol): 6.9
HOMO level (eV): -7.139
Charge: 0

Geometry (Å):
H 8.460 -1.353 4.357
H 1.046 0.119 1.888
C 8.381 -0.451 4.960
H 3.741 -4.190 2.302
H 0.577 -1.231 -8.894
H 1.130 2.234 -7.415
H -1.945 0.978 -0.269
H -3.701 -0.179 -0.126
C -1.631 -2.854 4.679
C -1.197 -1.005 0.106
S -0.531 0.611 -7.846
H 3.521 -2.429 2.298
H -2.435 4.524 -5.122
C -4.429 4.683 0.935
H -5.155 2.206 -3.456
C 0.179 1.059 -0.621
N -0.755 3.862 -4.053
H -0.023 2.027 -4.823
C -5.335 -0.625 -1.419
H -6.466 1.729 -2.409
H -5.732 -1.515 -1.910
C -0.695 2.407 -4.048
H -4.345 5.122 1.927
C 4.383 -1.286 -1.487
H -3.711 0.398 -2.439
H 1.852 0.709 -7.994
H 3.460 1.487 4.583
S 1.759 2.074 3.017
H -0.276 -0.193 -10.085
H -3.610 -2.487 -1.945
H -2.140 -1.890 4.701
H -4.947 1.315 0.233
O 0.624 -2.503 2.616
O 3.596 -3.566 -0.424
H 2.813 0.339 1.774
C -4.261 -1.067 -0.419
H 3.511 3.212 4.134
C 3.117 -3.372 2.659
H 8.800 -0.632 5.949
S 6.636 -0.052 5.113
H -0.992 0.855 1.185
C -3.263 -2.092 -0.988
H -3.715 5.193 0.291
C -1.036 0.524 0.144
H -1.423 2.302 -1.827
H -1.572 -3.207 3.653
C 5.955 -3.446 -1.606
C 6.871 1.464 6.048
C -4.801 0.345 -2.495
H -0.623 -2.766 5.083
H 0.065 -5.372 2.543
C -0.328 -0.660 -9.101
H -0.219 4.255 -3.289
H -6.169 -0.167 -0.886
H -6.119 2.619 0.282
H -5.021 -0.085 -3.475
O -0.423 -0.072 -6.531
C 3.389 2.198 3.760
H -2.857 -3.847 7.971
H -0.075 0.415 -2.941
H 0.957 0.291 -0.691
H -1.895 -0.733 -1.928
H 7.333 1.230 7.007
H -1.197 -1.312 -9.049
H 0.615 1.894 -0.065
S 1.470 -3.554 1.973
C -4.796 2.706 -1.430
H -4.324 2.813 2.001
C -2.382 -3.224 7.216
H -5.431 4.892 0.561
H -2.830 3.860 -3.537
H -0.221 -1.469 0.253
H 7.494 2.150 5.474
H 4.150 1.980 3.013
C -2.089 4.446 -4.089
H 6.466 -2.985 -2.452
H 8.897 0.372 4.465
H 4.935 -0.881 -2.336
H -1.323 -3.106 7.443
H 3.054 -3.367 3.748
O 6.166 0.346 3.760
H 5.890 1.905 6.211
O 1.771 2.949 1.812
H -3.713 2.761 -1.566
H 6.362 -3.082 -0.663
H -3.139 2.971 0.701
C -4.176 3.163 0.981
H -3.194 -2.946 -0.310
C -5.083 2.376 0.032
H -1.230 -2.315 -1.628
H 0.954 2.539 -2.347
H 4.902 -1.078 -0.552
H -1.691 2.007 -4.266
H -2.879 -2.255 7.172
H -2.064 5.452 -3.674
C 1.044 1.425 -8.137
C 1.945 0.392 2.434
H 1.159 -4.968 3.886
H -1.796 -1.316 0.966
H -4.735 -1.444 0.488
S -2.559 -4.054 5.631
H 2.062 -0.283 3.281
C -1.848 -1.533 -1.184
P -0.213 1.719 -2.354
S 4.201 -3.062 -1.686
C 1.085 -5.099 2.807
H -5.196 3.704 -1.627
C -5.375 1.760 -2.481
O -1.718 -5.281 5.698
H 1.060 1.832 -9.148
H 6.057 -4.528 -1.662
H 1.772 -5.870 2.460
H 3.384 -0.856 -1.462